This record from OMol25 describes a structure of composition C24H67N6O7Sr in a non-equilibrium geometry. The level of theory is wB97M-V/def2-TZVPD.

```
105
Properties=species:S:1:pos:R:3:forces:R:3:mulliken_charge:R:1
Sr 2.992 1.030 -1.329 -1.5 -1.5 1.6 1.534
O 0.985 0.818 0.003 1.4 0.5 -1.0 -0.324
H 0.499 1.350 0.631 -0.2 -0.1 0.2 -1.240
C 0.743 4.246 1.550 0.1 1.2 0.9 -1.350
C -0.451 4.421 0.616 1.1 -1.4 0.2 0.684
C -0.655 5.826 0.121 -0.8 0.8 -0.5 -0.780
O -0.796 6.767 1.152 0.9 -0.1 0.7 -0.331
C -1.181 8.059 0.738 -1.0 0.2 0.2 -0.787
N -0.184 3.529 -0.542 -0.1 0.1 -0.3 -0.252
H 0.704 4.956 2.382 -0.1 -0.1 0.0 0.458
H 1.673 4.486 1.025 0.0 0.0 -0.2 0.265
H 0.850 3.256 1.995 -0.3 -0.2 -0.2 0.190
H -1.364 4.049 1.087 0.0 0.1 0.1 0.134
H -1.597 5.848 -0.442 0.2 -0.2 -0.5 0.405
H 0.173 6.113 -0.542 0.0 0.0 -0.1 0.340
H -2.250 8.040 0.501 0.0 0.0 -0.4 0.316
H -0.631 8.510 -0.090 0.3 -0.5 -0.1 0.311
H -1.118 8.756 1.572 0.3 -0.3 0.2 0.273
H 0.216 2.646 -0.203 -0.5 0.6 -0.2 0.177
H 0.596 3.917 -1.073 -0.2 0.3 -0.1 0.296
C -2.684 0.593 0.174 -1.3 -1.6 -0.9 -0.650
C -2.744 0.720 -1.369 1.3 2.3 2.1 0.393
C -3.524 2.000 -1.684 -0.6 -0.8 -1.2 -0.785
O -4.887 1.766 -1.412 0.1 0.0 0.1 -0.368
C -5.691 2.873 -1.721 -0.8 0.2 0.8 -0.786
N -1.332 0.989 -1.757 0.1 -0.5 -0.4 -0.415
H -2.156 1.391 0.687 0.0 0.2 -0.2 -0.276
H -2.202 -0.380 0.315 0.2 0.1 0.6 -0.194
H -3.718 0.495 0.518 0.2 0.1 0.4 0.815
H -3.199 -0.179 -1.781 0.1 0.1 -0.4 0.420
H -3.444 2.228 -2.757 0.2 0.0 -0.1 0.511
H -3.143 2.880 -1.151 0.1 -0.2 0.3 0.238
H -6.736 2.571 -1.635 0.1 -0.3 -0.4 0.280
H -5.497 3.295 -2.709 0.1 -0.1 0.0 0.316
H -5.625 3.648 -0.946 0.5 0.2 -0.2 0.295
H -1.145 1.960 -1.510 -0.3 0.3 -0.5 0.368
H -0.707 0.579 -1.056 -0.3 -0.4 -0.2 -0.146
C 0.026 -4.183 -0.994 -0.5 -0.4 0.5 -1.531
C -0.363 -2.935 -0.199 -0.5 -0.1 -0.3 0.984
C -0.720 -3.288 1.269 0.9 1.2 -0.5 -0.586
O -1.720 -4.261 1.398 0.4 -0.3 0.1 -0.457
C -2.970 -3.802 0.917 -0.2 -0.6 -0.1 -0.508
N 0.755 -1.997 -0.304 -0.1 -0.1 0.6 -0.074
H -0.817 -4.871 -1.080 0.0 0.0 0.1 0.414
H 0.821 -4.701 -0.453 0.0 -0.1 -0.1 0.195
H 0.373 -4.007 -2.012 0.0 0.4 0.0 0.367
H -1.262 -2.474 -0.632 0.0 -0.1 -0.2 0.024
H -0.994 -2.399 1.855 -0.4 0.3 -0.4 0.265
H 0.260 -3.501 1.709 -0.3 -1.2 0.3 0.231
H -2.991 -3.805 -0.176 0.1 0.6 0.0 0.235
H -3.238 -2.850 1.380 0.0 0.2 -0.3 0.126
H -3.751 -4.521 1.168 0.3 -0.1 0.4 0.315
H 0.560 -1.094 0.121 -0.3 0.0 0.1 -0.491
H 0.838 -1.770 -1.286 0.2 0.0 -0.1 0.341
C -1.118 -1.077 -4.512 -0.6 -0.7 -0.4 -1.591
C 0.302 -1.476 -4.190 0.0 0.2 0.5 1.056
C 1.250 -1.196 -5.334 1.0 -0.1 -0.3 -0.952
O 1.128 -2.141 -6.357 -0.9 -0.2 0.2 -0.340
C 1.916 -1.889 -7.486 0.6 -0.1 -0.2 -0.755
N 0.773 -0.746 -2.980 0.6 1.6 -0.6 -0.193
H -1.285 -0.035 -4.784 0.5 0.1 0.1 0.322
H -1.769 -1.282 -3.660 0.0 -0.1 -0.1 0.319
H -1.442 -1.691 -5.356 -0.2 0.0 0.1 0.502
H 0.356 -2.530 -3.911 -0.1 -0.1 -0.4 -0.100
H 2.292 -1.228 -4.972 0.1 0.0 0.2 0.402
H 1.113 -0.179 -5.730 -0.3 0.1 0.0 0.376
H 1.694 -0.931 -7.965 -0.1 0.1 0.1 0.311
H 1.763 -2.688 -8.208 -0.2 0.0 0.1 0.260
H 2.981 -1.917 -7.222 0.0 0.2 0.0 0.307
H -0.062 -0.317 -2.564 -0.2 -0.3 0.3 -0.340
H 1.125 0.138 -3.375 0.1 0.0 -0.2 0.339
C 5.102 -1.353 2.186 0.1 0.6 -0.1 -1.244
C 4.350 -1.924 0.986 -0.7 0.1 1.2 0.063
C 3.533 -3.122 1.455 1.1 -1.9 -0.5 -0.114
O 4.391 -4.238 1.711 0.5 0.7 0.4 -0.437
C 3.665 -5.417 1.994 -0.1 0.6 0.0 -0.694
N 3.343 -0.925 0.536 -0.4 0.5 -0.6 -0.090
H 4.382 -0.918 2.884 -0.1 -0.1 0.0 0.220
H 5.749 -0.521 1.896 0.2 -0.1 -0.1 0.326
H 5.683 -2.087 2.739 0.1 -0.1 -0.3 0.380
H 5.023 -2.196 0.175 -0.1 -0.1 0.0 0.422
H 2.898 -3.494 0.646 -0.7 0.6 0.1 0.160
H 3.009 -2.906 2.392 -0.4 0.3 -0.2 0.158
H 4.337 -6.082 2.531 -0.1 -0.2 -0.3 0.285
H 3.286 -5.808 1.044 0.0 -0.5 0.2 0.291
H 2.812 -5.198 2.648 0.0 -0.1 0.0 0.284
H 2.513 -1.434 0.185 0.4 -0.5 -0.6 0.509
H 2.836 -0.598 1.368 0.7 0.6 0.3 0.004
C 1.368 -0.228 5.130 -0.9 -0.2 0.2 -1.722
C 0.826 -0.263 3.702 0.0 -1.2 0.0 1.017
C -0.623 0.230 3.570 0.5 0.7 0.8 -0.258
O -1.481 -0.430 4.460 0.1 -0.4 0.0 -0.471
C -2.800 0.071 4.493 -0.1 0.0 -0.1 -0.729
N 1.726 0.457 2.816 0.1 0.5 -0.1 -0.291
H 0.990 0.649 5.662 0.3 0.1 0.0 0.372
H 2.452 -0.296 5.193 0.0 0.2 -0.3 0.446
H 0.963 -1.099 5.646 0.0 0.1 0.2 0.413
H 0.855 -1.328 3.442 -0.1 0.0 -0.4 -0.328
H -0.974 0.186 2.535 0.0 -0.2 -0.2 -0.286
H -0.565 1.294 3.851 -0.2 0.2 -0.1 0.877
H -3.353 -0.454 5.270 0.2 -0.1 0.1 0.298
H -3.337 -0.105 3.556 0.1 0.0 -0.2 0.200
H -2.826 1.141 4.717 0.1 0.1 0.0 0.349
H 1.924 1.349 3.262 0.2 0.1 -0.2 0.402
H 1.348 0.644 1.881 0.1 -0.3 0.6 0.082
```
Positions in Å, forces in eV/Å.

Calculated values
- net charge = +1
- spin multiplicity = 1
- energy relative to the best compared isomer or geometry (same formula, charge and spin) (eV) = 3.139
- strongest force on any atom (hartree/bohr) = 0.0665
- energy (Ha) = -1840.21666
- HOMO level (eV) = -11.257
- frontier orbital gap (eV) = 6.55